{
  "formula": "C38H47BCsF6N15O4PSSb",
  "method": "ωB97M-V/def2-TZVPD",
  "lumo_energy_ha": -0.0108,
  "energy_ev": -114907.46343,
  "e_above_lowest_ev": 0.000,
  "charge": 0,
  "spin_multiplicity": 1,
  "orbital_gap_ev": 8.12,
  "symbols": ["Cs", "C", "C", "C", "C", "N", "N", "B", "N", "C", "C", "C", "C", "N", "N", "C", "C", "C", "C", "N", "N", "C", "C", "C", "C", "N", "H", "H", "H", "H", "H", "H", "H", "H", "H", "H", "H", "H", "H", "H", "H", "H", "H", "H", "H", "H", "C", "N", "C", "C", "N", "C", "P", "C", "N", "C", "C", "N", "C", "C", "N", "C", "C", "N", "C", "H", "H", "H", "H", "H", "H", "H", "H", "H", "H", "H", "H", "H", "H", "H", "C", "C", "C", "C", "C", "C", "C", "S", "O", "O", "N", "C", "C", "C", "O", "O", "H", "H", "H", "H", "H", "H", "H", "H", "H", "H", "H", "H", "F", "Sb", "F", "F", "F", "F", "F"],
  "xyz": [[-0.2489, 1.3028, -0.3186], [0.1935, -3.2716, 1.7866], [1.3339, -3.1579, 0.8488], [1.6944, -4.0276, -0.1788], [2.7724, -3.4646, -0.8396], [3.1072, -2.3337, -0.2340], [2.2364, -2.1597, 0.7843], [3.8129, -0.9667, -0.6314], [3.0611, -0.3935, -1.8069], [3.3223, 0.7337, -2.5083], [2.3491, 0.8649, -3.4624], [1.5027, -0.2513, -3.2765], [0.2895, -0.6300, -4.0624], [1.9282, -0.9969, -2.2692], [3.4708, -0.3017, 0.7448], [3.9548, 0.6259, 1.5408], [3.2707, 0.5716, 2.7595], [2.3643, -0.4640, 2.6861], [1.4439, -0.9711, 3.7303], [2.4676, -0.9369, 1.4053], [5.2827, -1.0384, -0.8373], [5.9827, -1.0765, -2.0017], [7.2978, -1.2704, -1.6827], [7.3209, -1.3502, -0.2683], [8.5013, -1.5559, 0.6241], [6.1069, -1.2184, 0.2296], [0.5028, -3.2855, 2.8276], [-0.3345, -4.1979, 1.5739], [-0.5092, -2.4525, 1.6536], [1.1921, -4.9502, -0.4091], [3.3082, -3.7821, -1.7176], [4.1757, 1.3491, -2.2737], [2.2429, 1.6526, -4.1895], [0.2072, -0.0008, -4.9484], [-0.6195, -0.5131, -3.4695], [0.3524, -1.6709, -4.3831], [4.7661, 1.2704, 1.2302], [3.4084, 1.2261, 3.6019], [1.7585, -1.9568, 4.0788], [0.4101, -1.0175, 3.3928], [1.4895, -0.2890, 4.5756], [5.4928, -0.9480, -2.9529], [8.1320, -1.3287, -2.3610], [9.4134, -1.2118, 0.1389], [8.6267, -2.6121, 0.8678], [8.3693, -1.0062, 1.5543], [-4.6302, 4.2926, -1.1549], [-4.0110, 3.4743, -0.1289], [-3.4546, 3.9645, 1.0229], [-2.8491, 2.9107, 1.6312], [-3.0197, 1.7915, 0.8635], [-3.7084, 2.1520, -0.2154], [-4.2051, 1.2611, -1.7486], [-2.8781, 1.9169, -2.8176], [-2.0055, 2.8032, -2.3842], [-1.2308, 3.1387, -3.4632], [-1.6593, 2.4508, -4.5628], [-2.7223, 1.6844, -4.1454], [-3.4745, 0.7303, -4.9376], [-3.5922, -0.4372, -1.5727], [-2.4658, -0.8697, -2.1156], [-2.4621, -2.2194, -1.9283], [-3.6010, -2.6073, -1.2836], [-4.3311, -1.4759, -1.0857], [-5.6245, -1.4388, -0.4195], [-5.0915, 5.1565, -0.6825], [-5.4021, 3.7214, -1.6678], [-3.8824, 4.6205, -1.8761], [-3.5462, 4.9996, 1.3004], [-2.3400, 2.8522, 2.5773], [-0.4063, 3.8236, -3.3454], [-1.3138, 2.4225, -5.5821], [-3.1681, 0.8144, -5.9770], [-4.5418, 0.9418, -4.8679], [-3.2835, -0.2824, -4.5831], [-1.6393, -2.8305, -2.2645], [-3.9427, -3.5636, -0.9277], [-5.5005, -1.6492, 0.6373], [-6.2835, -2.1694, -0.8875], [-6.0566, -0.4473, -0.5307], [5.3522, 5.9376, -4.6667], [5.4075, 5.5151, -3.2231], [4.6471, 4.4460, -2.7588], [4.6842, 4.0703, -1.4261], [5.4864, 4.7776, -0.5422], [6.2448, 5.8538, -0.9786], [6.2067, 6.2087, -2.3177], [5.5227, 4.3083, 1.1686], [6.0998, 5.4070, 1.8846], [6.1080, 2.9928, 1.2597], [3.9825, 4.1135, 1.6296], [2.9930, 5.1794, 1.4189], [1.6272, 4.5153, 1.2190], [1.6827, 3.5025, 0.0640], [1.1011, 3.7744, -0.9974], [2.3151, 2.4179, 0.3130], [4.7825, 5.2276, -5.2648], [6.3549, 6.0145, -5.0895], [4.8796, 6.9167, -4.7648], [3.9992, 3.9101, -3.4433], [4.0658, 3.2553, -1.0706], [6.8481, 6.4034, -0.2688], [6.8006, 7.0470, -2.6636], [3.6019, 3.2234, 1.2863], [3.2429, 5.7734, 0.5332], [2.9781, 5.8469, 2.2798], [0.8846, 5.2787, 0.9950], [1.3383, 3.9918, 2.1344], [-1.6499, -0.8138, 0.5461], [-2.6207, -0.3259, 2.1513], [-1.6443, -1.4274, 3.3891], [-3.3661, -2.0878, 1.8559], [-0.9876, 0.7772, 2.3053], [-4.4615, 0.0058, 1.7016], [-3.1370, 0.6194, 3.7049]],
  "atomic_forces_ev_per_a": [[0.5, -0.2, -1.0], [0.0, 0.0, 0.0], [0.0, 0.0, 0.0], [0.0, 0.0, 0.0], [-0.1, 0.0, 0.0], [0.0, 0.0, 0.0], [0.1, 0.0, 0.0], [-0.1, 0.0, 0.0], [0.0, -0.1, 0.0], [0.0, 0.0, 0.1], [-0.1, 0.0, 0.0], [0.1, 0.1, 0.0], [0.0, 0.0, 0.0], [0.0, 0.0, 0.0], [0.0, 0.1, -0.1], [0.0, 0.0, 0.1], [0.0, 0.0, -0.1], [0.1, 0.0, 0.0], [0.0, 0.0, 0.0], [-0.1, 0.0, 0.0], [0.0, 0.0, 0.0], [0.0, 0.0, 0.0], [0.0, 0.0, 0.0], [0.0, 0.0, 0.0], [0.0, 0.0, 0.0], [0.0, 0.0, 0.0], [0.0, 0.0, 0.0], [0.0, 0.0, 0.0], [0.0, 0.0, 0.0], [0.0, 0.0, 0.0], [0.0, 0.0, 0.0], [0.0, 0.0, 0.0], [0.0, 0.0, 0.0], [0.0, 0.0, 0.0], [0.0, 0.0, 0.0], [0.0, 0.0, 0.0], [0.0, 0.0, 0.0], [0.0, 0.0, 0.0], [0.0, 0.0, 0.0], [0.0, 0.0, 0.0], [0.0, 0.0, 0.0], [0.0, 0.0, 0.0], [0.0, 0.0, 0.0], [0.0, 0.0, 0.0], [0.0, 0.0, 0.0], [0.0, 0.0, 0.0], [0.0, 0.0, 0.0], [0.1, 0.0, 0.0], [0.0, 0.0, -0.1], [-0.1, 0.0, 0.1], [0.2, -0.2, -0.2], [0.1, 0.2, 0.0], [-0.1, -0.2, 0.1], [0.0, 0.2, 0.2], [0.1, 0.1, 0.0], [0.0, -0.1, 0.1], [0.0, -0.1, 0.1], [-0.1, -0.1, 0.0], [0.0, 0.0, 0.0], [-0.1, -0.1, -0.1], [-0.1, 0.1, 0.1], [0.1, 0.0, -0.1], [0.0, 0.0, 0.0], [0.1, 0.1, 0.1], [0.0, 0.0, -0.1], [0.0, 0.0, 0.0], [0.0, 0.0, 0.0], [0.0, 0.0, 0.0], [0.0, 0.0, 0.0], [0.0, 0.0, 0.0], [0.0, 0.0, -0.1], [0.0, 0.0, 0.0], [0.0, 0.0, 0.0], [0.0, 0.0, 0.0], [0.0, 0.0, 0.0], [0.0, 0.0, 0.0], [0.0, 0.0, 0.0], [0.0, 0.0, 0.0], [0.0, 0.0, 0.0], [0.0, 0.0, 0.0], [0.0, 0.0, 0.0], [0.0, 0.0, 0.0], [0.0, 0.0, 0.0], [0.0, 0.0, 0.0], [0.0, 0.0, 0.0], [0.0, 0.0, 0.0], [0.0, 0.0, 0.0], [0.0, 0.0, 0.0], [0.0, 0.0, 0.0], [0.0, 0.0, 0.0], [0.0, 0.1, 0.1], [0.0, -0.1, 0.0], [0.1, 0.1, -0.1], [0.1, 0.3, 0.1], [0.2, 0.1, 0.1], [0.0, 0.3, -0.1], [0.0, 0.0, 0.0], [0.0, 0.0, 0.0], [0.0, 0.0, 0.0], [0.0, 0.0, 0.0], [0.0, 0.0, 0.0], [0.0, 0.0, 0.0], [0.0, 0.0, 0.0], [0.0, 0.0, 0.0], [0.0, 0.0, 0.0], [0.0, 0.0, 0.0], [0.0, 0.0, 0.0], [0.0, 0.0, 0.0], [-0.6, -0.4, 0.5], [-0.2, -0.2, 0.1], [0.3, 0.1, 0.0], [0.0, -0.1, 0.0], [-0.4, -0.2, 0.3], [-0.1, 0.0, -0.2], [-0.1, 0.1, 0.1]]
}

***

{
  "formula": "C38H48IrN5O5PS",
  "method": "ωB97M-V/def2-TZVPD",
  "s2": 0.75,
  "lumo_energy_ha": [-0.2322, -0.2321],
  "energy_ev": -80821.68676,
  "e_above_lowest_ev": 3.120,
  "charge": 2,
  "spin_multiplicity": 2,
  "orbital_gap_ev": [6.57, 7.26],
  "symbols": ["Ir", "O", "C", "O", "C", "C", "C", "C", "C", "N", "C", "O", "O", "H", "H", "H", "H", "S", "C", "N", "N", "C", "C", "C", "C", "C", "C", "N", "N", "C", "C", "C", "C", "C", "C", "H", "H", "H", "H", "H", "H", "H", "H", "H", "H", "H", "O", "P", "C", "C", "C", "C", "C", "C", "C", "C", "C", "C", "C", "C", "C", "C", "C", "C", "C", "C", "H", "H", "H", "H", "H", "H", "H", "H", "H", "H", "H", "H", "H", "H", "H", "H", "H", "H", "H", "H", "H", "H", "H", "H", "H", "H", "H", "H", "H", "H", "H", "H", "H"],
  "xyz": [[0.8125, -0.2039, -0.0409], [-2.5813, -1.9714, 1.9835], [-1.6232, -1.1624, 1.5005], [-2.2933, 0.1422, 1.0043], [-0.6763, -0.6052, 2.5412], [-0.8686, -0.6094, 3.9038], [0.0623, 0.0901, 4.6880], [1.1117, 0.7761, 4.0939], [1.2349, 0.7144, 2.7079], [0.3645, 0.0225, 2.0023], [2.2793, 1.4354, 1.8560], [3.0654, 2.1678, 2.4013], [2.1493, 1.2535, 0.5682], [-2.5705, -2.8361, 1.5384], [-1.7123, -1.1227, 4.3454], [-0.0552, 0.1077, 5.7632], [1.8330, 1.3492, 4.6605], [-0.7637, -1.7979, -0.0480], [0.1627, -3.0645, 0.8210], [-0.5313, -4.1297, 1.0619], [-0.1165, -5.1676, 1.7094], [1.0650, -5.3238, 2.5163], [2.0656, -6.1733, 2.0774], [3.1786, -6.3740, 2.8816], [3.2793, -5.7303, 4.1062], [2.2667, -4.8796, 4.5339], [1.1515, -4.6731, 3.7382], [1.5054, -2.8747, 1.0882], [2.0256, -1.7951, 0.7503], [3.4120, -1.6604, 1.0390], [4.1683, -0.8111, 0.2403], [5.5238, -0.6843, 0.4890], [6.1065, -1.3839, 1.5364], [5.3372, -2.2260, 2.3350], [3.9873, -2.3767, 2.0866], [-0.8017, -5.9089, 1.7374], [1.9774, -6.6726, 1.1209], [3.9628, -7.0409, 2.5509], [4.1421, -5.9000, 4.7360], [2.3405, -4.3936, 5.4979], [0.3435, -4.0321, 4.0706], [3.7020, -0.2713, -0.5716], [6.1225, -0.0326, -0.1317], [7.1631, -1.2704, 1.7380], [5.7948, -2.7640, 3.1540], [3.3797, -3.0285, 2.7003], [-0.1538, 1.0235, -1.4491], [-1.2481, 1.9922, -1.8694], [-1.7702, 1.6083, -3.5711], [-0.8109, 2.0625, -4.6841], [0.4379, 1.1892, -4.7685], [0.0531, -0.2683, -5.0128], [-0.8871, -0.7832, -3.9251], [-2.1145, 0.1180, -3.7747], [-2.7174, 1.7822, -0.7593], [-3.0514, 0.3533, -0.3137], [-4.5202, 0.1550, -0.0080], [-5.3909, 0.3887, -1.2481], [-4.8929, 1.5770, -2.0921], [-3.9822, 2.5094, -1.2897], [-0.8626, 3.7723, -1.7881], [-1.1429, 4.4291, -0.4265], [-0.1308, 3.9872, 0.6275], [1.2803, 4.3847, 0.2022], [1.6315, 3.8086, -1.1648], [0.5811, 4.1185, -2.2290], [-2.6870, 2.1998, -3.6733], [-0.5659, 3.1189, -4.5887], [-1.3670, 1.9700, -5.6222], [1.0197, 1.2643, -3.8427], [1.0793, 1.5513, -5.5730], [0.9441, -0.8950, -5.0628], [-0.4402, -0.3480, -5.9869], [-0.3441, -0.8329, -2.9787], [-1.2189, -1.7965, -4.1602], [-2.7747, -0.2598, -2.9875], [-2.7024, 0.0646, -4.6966], [-2.3987, 2.2985, 0.1516], [-2.8213, 0.4919, 1.7478], [-2.6553, -0.4269, -0.9576], [-4.7994, 0.8754, 0.7708], [-4.6825, -0.8445, 0.3961], [-6.4111, 0.5587, -0.9073], [-5.4172, -0.5190, -1.8521], [-5.7390, 2.1445, -2.4772], [-4.3606, 1.2035, -2.9667], [-4.5333, 2.9282, -0.4450], [-3.6906, 3.3683, -1.8955], [-1.5518, 4.1874, -2.5355], [-2.1730, 4.2707, -0.1011], [-1.0513, 5.5092, -0.5729], [-0.1798, 2.8950, 0.7562], [-0.3784, 4.4338, 1.5926], [2.0121, 4.0583, 0.9410], [1.3299, 5.4782, 0.1672], [1.7532, 2.7276, -1.0750], [2.5935, 4.2020, -1.4970], [0.8489, 3.6174, -3.1563], [0.5720, 5.1898, -2.4501]],
  "atomic_forces_ev_per_a": [[0.8, -0.6, 0.0], [0.1, 0.0, 0.1], [0.1, -0.1, 0.0], [0.0, 0.0, 0.0], [-0.1, 0.0, -0.1], [0.0, 0.0, 0.2], [0.0, 0.0, -0.1], [-0.1, -0.1, 0.0], [0.1, 0.0, 0.1], [-0.4, 0.2, -0.1], [-0.2, 0.2, 0.0], [0.1, -0.1, 0.0], [0.0, -0.2, -0.1], [-0.1, 0.0, -0.1], [0.0, 0.0, 0.0], [0.0, 0.0, 0.0], [0.0, 0.0, 0.0], [0.2, 0.0, 0.2], [0.0, 0.1, -0.1], [0.1, 0.0, 0.0], [-0.2, -0.2, 0.1], [0.2, 0.0, -0.1], [0.0, 0.0, 0.0], [0.0, 0.0, 0.0], [0.0, 0.0, 0.0], [0.0, 0.0, 0.0], [-0.1, 0.0, 0.0], [-0.2, -0.3, 0.1], [-0.6, 0.8, -0.4], [0.1, 0.0, 0.0], [0.0, 0.0, 0.0], [0.0, 0.0, 0.0], [0.0, 0.0, 0.0], [0.0, 0.0, 0.0], [0.0, 0.0, 0.1], [0.0, 0.0, 0.0], [0.0, 0.0, 0.0], [0.0, 0.0, 0.0], [0.0, 0.0, 0.0], [0.0, 0.0, 0.0], [0.0, 0.0, 0.0], [0.0, 0.0, 0.0], [0.0, 0.0, 0.0], [0.0, 0.0, 0.0], [0.0, 0.0, 0.0], [0.0, 0.0, 0.0], [0.2, 0.2, 0.4], [0.0, -0.3, -0.1], [-0.1, 0.0, 0.1], [0.0, 0.0, 0.0], [0.0, 0.0, 0.0], [0.0, 0.0, 0.0], [0.0, 0.0, 0.0], [0.0, 0.0, 0.0], [-0.1, 0.1, 0.0], [-0.2, 0.1, -0.1], [0.1, 0.0, 0.1], [0.0, 0.1, -0.1], [0.0, 0.0, 0.0], [0.0, -0.1, 0.0], [0.0, 0.0, 0.0], [0.0, 0.0, 0.0], [0.0, 0.0, 0.0], [0.0, 0.0, 0.0], [0.0, -0.1, 0.0], [0.0, 0.0, 0.1], [0.0, 0.0, 0.0], [0.0, 0.0, 0.0], [0.0, 0.0, 0.0], [0.0, 0.0, 0.0], [0.0, 0.0, 0.0], [0.0, 0.0, 0.0], [0.0, 0.0, 0.0], [0.0, 0.0, 0.0], [0.0, 0.0, 0.0], [0.0, 0.0, 0.0], [0.0, 0.0, 0.0], [0.0, 0.0, 0.0], [-0.1, 0.0, -0.1], [0.1, 0.0, 0.0], [0.0, 0.0, 0.0], [0.0, 0.0, 0.0], [0.0, 0.0, 0.0], [0.0, 0.0, 0.0], [0.0, 0.0, 0.0], [0.0, 0.0, 0.0], [0.0, 0.0, 0.0], [0.0, 0.0, 0.0], [0.0, 0.0, 0.0], [0.0, 0.0, 0.0], [0.0, 0.0, 0.0], [0.0, 0.0, 0.0], [0.0, 0.0, 0.0], [0.0, 0.0, 0.0], [0.0, 0.0, 0.0], [0.0, 0.1, 0.0], [0.0, 0.0, 0.0], [0.0, 0.0, -0.1], [0.0, 0.0, 0.0]]
}